1.
136
Properties=species:S:1:pos:R:3 method="wB97M-V/def2-TZVPD" e_above_lowest_ev=2.545
H -0.879 1.849 0.517
C 4.939 -1.483 -6.002
H 4.716 2.087 -4.392
H -7.364 -1.623 3.857
C -4.263 -1.571 3.963
H 2.100 -3.474 3.678
C 5.583 3.397 -2.921
C -3.209 -2.683 3.817
C 2.235 -0.341 3.725
H -0.622 6.320 -8.499
H 2.972 -1.680 2.326
C -4.045 -1.993 -4.224
H -2.262 -2.626 8.268
H -1.653 7.274 -7.414
H -3.855 -0.560 4.055
C -0.270 4.844 -5.948
H 4.201 -0.731 -6.293
C -2.615 -0.170 0.362
H -0.128 3.773 -6.100
H -2.285 -0.776 10.290
H 6.516 4.227 -4.700
H -7.236 1.717 1.387
H 6.257 -0.766 -7.613
H 4.569 -2.460 -6.310
C -0.850 6.536 -7.450
O 0.346 2.762 1.810
C -3.332 -2.648 -3.052
H 5.302 3.790 -1.940
H 1.568 -3.842 -1.856
H 6.312 5.407 -3.390
H -0.721 -0.445 -0.507
O -3.354 -0.529 -0.445
H -3.773 -3.594 3.568
C 5.860 4.545 -3.882
C 1.112 -0.125 4.706
H 1.069 7.581 -7.307
H 1.192 -0.547 7.998
H -0.716 -1.564 3.755
O 2.562 2.486 0.026
H -3.223 -1.657 -6.238
H -6.566 0.200 0.786
N 0.572 -4.212 1.381
C -1.751 -2.232 -4.725
H -1.619 -3.674 4.824
H 0.290 0.508 4.367
H -5.554 -2.804 2.787
H 0.397 -0.437 10.617
H 3.007 -0.997 -0.401
C 2.214 -0.882 2.270
H 5.592 -2.345 -4.118
H 0.819 -2.162 -3.335
H 4.322 -1.114 -3.939
H 1.397 -4.749 1.130
H -8.265 0.215 1.273
C -1.225 -0.830 0.390
C 4.383 2.731 -3.575
H -4.980 -1.407 1.863
H 3.786 2.128 -2.889
C -0.184 -0.488 9.697
C -3.117 -2.325 -5.384
H -4.086 -0.910 -4.080
H 1.533 5.196 -7.075
H 2.723 -0.119 1.669
H -6.529 2.343 3.463
H 6.955 -2.003 -6.560
O -0.111 0.604 2.054
I -3.381 1.401 1.611
H -2.865 -2.481 1.713
H 3.047 3.677 -5.020
H -0.610 5.008 -4.919
H -0.429 0.533 9.391
C -1.737 -1.675 8.371
H 2.942 4.344 -3.376
C 0.975 -1.533 1.617
H -1.895 -0.459 3.189
C 2.449 -1.939 -0.266
H -1.263 -2.214 10.403
O 4.597 4.923 -4.446
C -0.404 -0.778 1.697
C -2.230 -2.502 2.605
C -1.459 -1.311 9.821
Cl 0.532 1.832 -2.049
C -7.284 0.628 1.511
H -5.063 -2.357 -4.358
H 3.629 -3.068 -2.390
O 1.145 -1.806 0.184
B 0.907 -3.049 2.215
H -1.368 -1.206 -4.749
H -3.625 -3.698 -2.945
O 6.229 -0.402 -4.334
O 1.156 -3.274 3.588
C 0.027 1.570 1.091
O -1.930 -2.607 -3.351
C 0.545 -1.209 8.574
C -1.289 -1.311 2.859
P 2.327 -2.652 -1.976
H -1.695 -3.464 2.575
C -6.849 0.285 2.920
N 1.646 -1.668 -3.010
O -0.463 -1.757 7.718
H 7.883 -0.051 -5.527
C -6.596 1.379 3.976
H -0.128 -4.797 1.824
H 3.119 -2.612 0.306
C 3.623 3.924 -4.127
C -5.333 -1.724 2.851
C -2.446 -3.007 5.118
H 0.109 7.576 -5.822
C 0.393 6.983 -6.696
H -3.518 -2.139 -2.109
H 1.652 5.733 -5.395
H -1.376 -1.888 0.153
H 0.742 -1.109 5.029
O -1.290 5.322 -6.832
H -4.793 -1.772 4.908
H -1.014 -2.888 -5.191
H -1.982 -2.139 5.594
H 4.081 -0.164 3.433
H -3.079 -3.598 5.787
H 1.149 -2.036 8.961
H 6.437 2.734 -2.791
C 0.981 5.653 -6.250
H 2.451 3.228 -0.591
H 0.148 3.515 1.239
C 6.795 -0.075 -5.607
H 1.504 0.334 5.617
C 6.300 -1.128 -6.586
H -2.322 -0.897 7.869
C -6.636 -1.049 3.280
H 6.444 0.924 -5.889
N 3.370 -0.006 4.153
P 1.393 1.331 -0.225
H -5.655 1.104 4.450
H -7.387 1.359 4.744
C 5.209 -1.395 -4.510
H -3.301 -3.348 -5.725

***

2.
15
Properties=species:S:1:pos:R:3 method="wB97M-V/def2-TZVPD" multiplicity=3 e_above_lowest_ev=3.525
C 1.684 -0.740 1.663
H -2.370 -0.407 -1.209
H -0.609 1.570 -1.044
H 2.327 -0.246 0.899
H -3.252 -1.128 1.104
H 0.693 0.673 -2.154
C 0.415 -0.979 1.448
S -1.054 -1.431 2.272
C -2.222 -0.969 0.911
O -1.302 -0.520 3.412
H 2.001 -0.887 2.635
N -0.288 -0.521 -0.561
H 1.185 1.026 -0.451
C 0.255 0.781 -1.036
C -1.660 -0.625 -0.283

***

3.
58
Properties=species:S:1:pos:R:3 method="wB97M-V/def2-TZVPD" multiplicity=4 charge=+3 e_above_lowest_ev=0.934
H -2.773 2.842 2.314
H 2.767 -1.180 -5.783
H -0.250 -3.648 0.182
S -3.088 -1.162 1.916
H -0.236 1.892 4.101
C 0.879 0.277 3.244
H 1.322 -3.049 -0.286
H -2.670 -0.790 4.252
H -3.486 0.927 0.938
H 5.439 3.401 -1.085
C 2.306 -1.091 -4.800
H -2.102 3.667 0.928
H -2.684 -3.471 1.448
H -3.667 0.518 3.509
S -0.489 2.206 1.731
H -2.526 -1.923 -0.257
O 3.187 2.308 -1.913
H 1.269 -1.411 -4.887
H -3.791 -0.370 -1.700
Tc -0.223 0.431 0.199
H -2.432 -0.205 -2.788
S -2.086 1.243 -1.012
C -2.118 -1.662 -1.220
H 5.817 2.442 -2.528
H 3.425 0.687 -4.253
H -2.248 -3.061 3.144
O 1.115 1.337 -0.829
C -0.350 1.200 3.267
H 4.360 0.595 -1.714
H -3.910 2.391 0.063
C 0.631 -2.283 1.620
S -0.279 -1.557 -1.070
H -1.265 0.638 3.385
H 1.846 1.022 -5.003
C 5.557 2.392 -1.473
O 1.772 0.436 -3.007
H -2.358 -2.450 -1.934
H 4.037 1.495 -0.206
Te 0.680 3.590 -3.280
H 6.381 1.916 -0.942
H 1.371 -2.947 2.066
H 1.784 0.850 3.447
O -1.663 -0.691 1.547
H -3.953 -3.210 2.647
C 2.396 0.340 -4.353
S 1.323 -0.577 1.666
H 2.837 -1.753 -4.119
C -2.955 -2.900 2.334
C -3.079 1.795 0.440
H -4.392 -1.052 3.864
C 0.379 -2.758 0.178
C 4.308 1.584 -1.257
C -2.241 2.682 1.375
H -0.271 -2.291 2.215
P 1.770 1.752 -2.173
H 0.799 -0.468 4.037
C -3.472 -0.553 3.556
C -2.702 -0.343 -1.740

***

4.
79
Properties=species:S:1:pos:R:3 method="wB97M-V/def2-TZVPD" multiplicity=3 charge=+1 e_above_lowest_ev=0.784
C -4.524 -0.814 -2.169
C 3.586 3.955 2.382
H -1.686 -0.452 -3.115
H -0.553 -4.426 0.406
C -3.184 3.746 0.067
C -1.926 2.320 -1.442
N -1.052 -1.423 1.629
H 4.837 3.235 5.434
H 2.301 0.699 -5.676
N -0.998 -1.939 -1.825
H -4.747 -1.199 -3.155
H 0.423 4.401 1.735
H -5.943 0.588 0.560
H -6.550 -0.284 -1.703
C 4.796 3.607 4.417
H 4.660 4.927 0.805
C 2.110 0.829 -2.318
H 0.869 -1.291 -5.226
C -0.662 -3.361 0.202
C -2.343 -1.511 3.633
C 4.702 4.557 1.822
C -3.870 0.135 0.290
C -2.098 -1.317 -2.583
H -0.842 5.169 0.740
C -5.524 -0.303 -1.359
C -5.194 0.181 -0.103
H -3.564 0.512 1.259
H -5.127 4.371 -0.574
H -3.380 -3.357 3.998
H -4.920 3.231 -2.776
C 5.914 4.211 3.861
H 0.348 -2.950 0.110
C 2.031 0.437 -4.662
C -2.983 2.446 -2.357
H 2.682 3.850 1.800
C 2.483 1.198 -3.598
C 2.436 2.777 4.304
H -1.300 -4.033 -1.775
C -4.238 3.807 -0.819
C 3.618 3.474 3.688
H -2.495 -3.082 -0.904
H -1.216 4.501 2.334
H -3.250 4.278 1.008
H -0.194 -2.761 -3.616
S 2.329 1.016 3.837
N 0.593 2.011 2.166
C -2.204 -3.422 2.204
N -0.302 1.951 1.092
H -1.228 0.186 2.910
H 2.442 1.378 -1.443
C 0.918 -0.984 -3.107
H 0.837 -2.875 -2.185
C -2.028 3.003 -0.209
C -2.717 -2.813 3.338
C 5.871 4.687 2.559
Pr -0.365 0.083 -0.305
H -2.867 1.975 -3.326
S 1.918 -0.225 1.208
H -2.501 -2.006 -3.335
C -3.223 -0.822 -1.697
C -1.529 -0.842 2.737
C -1.334 -2.709 1.392
N 1.350 -0.241 -2.078
C 1.462 1.048 2.291
C 1.234 -0.675 -4.416
C -0.615 4.360 1.431
O -0.864 1.580 -1.748
H 6.741 5.159 2.123
H -2.678 -1.019 4.535
N -2.900 -0.356 -0.485
H -2.453 -4.447 1.963
H 3.110 2.064 -3.752
C -4.121 3.159 -2.049
C -0.930 3.041 0.795
H 6.819 4.308 4.445
H 1.484 3.241 4.059
C -1.430 -3.166 -1.119
C 0.141 -2.225 -2.720
H 2.544 2.748 5.389

***

5.
13
Properties=species:S:1:pos:R:3 method="wB97M-V/def2-TZVPD" e_above_lowest_ev=0.173
H -1.793 1.295 0.330
C 0.989 0.792 0.517
H 0.994 -1.476 -0.694
C -1.242 0.622 -0.351
H 1.671 0.307 1.233
C 0.179 -1.421 0.062
H -1.883 -0.199 -0.710
H -0.735 -1.841 -0.390
H -0.856 1.169 -1.239
H 0.663 1.755 0.942
N -0.169 -0.032 0.424
Cl 1.733 0.986 -1.112
H 0.450 -1.957 0.989

***

6.
83
Properties=species:S:1:pos:R:3 method="wB97M-V/def2-TZVPD" multiplicity=2 charge=-2 e_above_lowest_ev=0.745
H -4.105 -5.102 2.849
F -3.923 1.677 1.121
O 1.590 7.239 -2.264
C -2.954 -2.723 -1.146
C -0.941 3.698 3.706
N -0.809 1.196 -2.325
H -0.729 -2.756 4.068
C 5.077 0.625 2.039
C -1.326 -2.529 2.047
C -1.093 4.713 -1.151
C -0.486 2.544 -1.988
C -2.432 -4.008 3.599
C 4.312 1.090 3.104
C -3.237 -3.844 1.329
H 0.801 -4.649 0.893
H 2.033 4.788 -2.402
H -0.705 5.790 3.299
C 2.679 -4.164 -4.096
C 1.246 -4.729 -0.096
C -1.424 -3.065 3.297
C 2.597 -2.910 -4.730
H 0.662 5.459 1.278
H 5.056 -0.184 0.053
C -3.318 -4.387 2.634
B -3.312 0.431 1.001
C 2.328 0.654 1.844
H 2.326 1.492 3.822
O 0.924 7.110 0.077
H 2.294 -5.021 -0.002
H -2.366 2.979 -1.052
H -0.566 -1.808 1.804
S 0.542 0.577 1.704
C 2.931 1.106 3.011
H 3.003 -2.787 -5.729
H -4.647 -3.874 -1.764
C 1.118 -3.371 -0.770
O 0.670 -2.453 -0.102
C 2.162 -4.284 -2.829
C 0.168 2.242 2.178
C 1.078 4.380 -2.099
O 0.372 0.453 0.218
C 0.138 5.231 -1.535
H 2.234 -5.242 -2.329
Mn -0.800 -0.600 -1.096
O -0.740 7.658 -1.618
C 1.429 -1.942 -2.805
C -2.230 -2.905 1.028
H 2.560 -0.165 -0.112
H 3.139 -5.010 -4.591
C 4.461 0.173 0.884
S 0.511 6.976 -1.322
C 0.334 4.603 1.857
C 2.007 -1.844 -4.112
F -2.438 0.194 2.079
C -0.641 2.407 3.290
N -2.105 -2.356 -0.221
H -2.502 -4.423 4.598
H 6.158 0.625 2.112
H -1.824 5.377 -0.705
H -4.935 -4.912 0.517
C 1.549 -3.212 -2.155
H -1.725 1.093 -2.747
C -0.451 4.782 2.993
C -4.142 -4.203 0.302
C 0.767 3.045 -2.326
C 3.073 0.179 0.779
F -2.512 0.440 -0.209
H -1.060 1.540 3.784
H 1.488 2.389 -2.802
H 4.795 1.455 4.002
H 0.730 -5.504 -0.666
H 1.932 -0.881 -4.603
H -1.585 3.850 4.563
C -4.001 -3.652 -0.928
O -3.549 -2.515 -3.422
H 1.227 3.157 0.542
F -4.253 -0.591 0.911
C -2.789 -2.121 -2.539
C -1.406 3.376 -1.360
O -1.842 -1.282 -2.653
O 0.876 -0.913 -2.296
H -0.126 0.811 -2.971
C 0.649 3.320 1.446

***

7.
94
Properties=species:S:1:pos:R:3 method="wB97M-V/def2-TZVPD" charge=+1
O 2.139 2.149 -3.970
O 6.113 -5.855 -5.718
H 8.670 -6.971 -8.937
H -1.903 3.454 2.273
H -0.431 0.032 -2.432
H 7.920 -6.190 -10.343
H -4.506 3.064 3.745
H -3.451 4.656 3.616
H -4.843 -2.396 5.193
C -3.592 -0.324 4.469
C -5.246 -1.227 8.235
H -0.805 3.414 -2.030
H 7.518 -7.881 -9.968
C 6.576 -4.594 -6.218
N 1.077 2.604 1.818
S 5.383 -2.362 -2.342
H 3.261 3.737 3.130
H 4.326 4.352 1.656
H 7.286 -7.656 -7.167
C 0.403 1.241 -0.553
H 5.874 -8.216 -8.113
H -2.449 4.232 -2.474
C 3.555 -3.033 -7.684
C 2.371 5.612 2.187
H -7.001 -0.627 9.351
H -3.899 2.224 -1.920
C -6.084 -0.172 8.961
H -2.913 -1.124 4.775
H 4.948 -7.466 -6.076
H -0.800 1.281 1.619
C -2.730 2.006 -2.021
H 1.588 4.627 4.212
C 3.233 4.212 2.058
C -5.508 -1.528 5.145
H 4.745 -3.659 -5.542
C 5.448 -3.572 -6.376
H 2.858 -3.372 -6.912
O -6.046 -2.141 7.475
C 5.422 -6.676 -6.669
H 5.872 -2.561 -6.393
H 3.100 -3.207 -8.662
H -4.464 -0.779 7.619
H 0.272 5.569 3.248
H -6.001 -1.498 4.166
C 2.734 2.798 -0.452
C -2.250 0.757 -1.071
C 4.144 -1.382 -3.057
O 6.679 -6.439 -8.736
H -4.869 4.454 2.390
H -1.168 4.027 0.307
H -7.324 -2.350 5.924
H 4.623 -6.122 -7.163
H 0.823 2.832 2.813
C 1.759 1.786 -1.359
F 3.235 6.835 2.081
H -8.336 1.216 8.768
H -2.526 5.178 -0.328
H -7.084 -0.674 6.402
C 2.322 3.176 1.112
H -4.747 -1.841 8.992
H -2.384 0.938 0.081
N 3.587 -0.255 -3.674
H -7.578 2.572 7.910
C -6.569 -1.623 6.245
O 4.762 -3.774 -7.615
H -2.956 -0.165 -1.339
H 1.670 5.647 1.221
H 7.267 -4.218 -5.456
H -2.561 1.721 -3.163
C -7.399 1.761 8.621
H -7.057 2.190 9.567
C 6.367 -7.342 -7.673
C 2.074 1.342 -2.907
C 7.755 -6.907 -9.534
O 2.365 -0.114 -3.130
C -4.035 3.837 2.979
H 7.150 -4.719 -7.138
C 1.427 5.588 3.535
C 0.148 1.677 1.031
H 3.753 -1.962 -7.572
H -0.608 -0.793 -0.747
H -3.020 1.935 2.171
C -2.217 4.035 -0.209
O -4.752 -0.323 5.286
C -0.709 0.252 -1.315
H -3.080 0.634 4.599
H 3.695 3.246 -0.971
C -2.963 3.102 1.929
O -3.292 3.354 0.522
C -1.962 3.427 -1.743
O -6.411 0.902 8.075
H -5.503 0.247 9.791
H 1.596 6.590 4.149
H -3.862 -0.438 3.416

***

8.
15
Properties=species:S:1:pos:R:3 method="wB97M-V/def2-TZVPD" e_above_lowest_ev=0.821
H 2.541 0.911 0.925
H 0.531 0.429 0.475
C -2.057 0.128 0.288
H -1.302 -1.690 -0.461
C 1.373 -0.965 -0.647
O 2.455 -1.061 -0.109
C -1.061 -0.634 -0.559
H -2.060 -0.293 1.300
H 2.238 2.368 0.579
O 1.937 1.642 1.138
H 1.210 -1.322 -1.685
H -1.203 -0.322 -1.600
N 0.278 -0.380 -0.084
H -1.796 1.165 0.489
H -3.084 0.024 -0.049

***

no.,calculated total energy (eV)
1,-108571.0778
2,-19662.3644
3,-96160.4947
4,-83572.8822
5,-17252.7872
6,-121711.5961
7,-65848.1915
8,-8842.1340